Entry 1:
{"formula": "C30H43BrCl2NPV", "method": "ωB97M-V/def2-TZVPD", "gap_ev": [5.34, 5.34], "charge": -1, "spin_multiplicity": 3, "s_squared": 2.1575, "species": ["P", "C", "C", "C", "C", "C", "C", "C", "C", "C", "C", "C", "C", "C", "C", "C", "C", "C", "C", "H", "H", "H", "H", "H", "H", "H", "H", "H", "H", "H", "H", "H", "H", "H", "H", "H", "H", "H", "H", "H", "H", "H", "H", "H", "H", "H", "H", "H", "H", "H", "H", "H", "V", "Cl", "Cl", "C", "H", "C", "C", "C", "C", "C", "C", "H", "H", "H", "H", "H", "Br", "C", "C", "C", "C", "N", "C", "H", "H", "H", "H"], "positions_angstrom": [[0.09004, -0.67348, -0.67492], [1.63187, -0.04757, -1.63696], [1.82851, -0.44511, -3.10747], [3.21281, -0.02870, -3.62207], [3.55099, 1.44540, -3.35420], [3.17412, 1.92655, -1.94725], [1.76836, 1.47308, -1.51160], [-1.31929, 0.20011, -1.60695], [-1.16605, 0.32506, -3.11755], [-2.44730, 0.86157, -3.76728], [-2.93418, 2.16366, -3.12009], [-2.89762, 2.16109, -1.58374], [-1.60428, 1.57433, -0.98938], [-0.07698, -2.32582, -1.53712], [1.14679, -3.20279, -1.22462], [1.04110, -4.59207, -1.87879], [-0.30293, -5.28602, -1.62684], [-1.51518, -4.39100, -1.91040], [-1.42890, -2.99805, -1.25741], [2.44384, -0.51455, -1.05468], [1.08219, 0.05144, -3.73172], [1.70051, -1.52545, -3.27031], [3.25000, -0.21802, -4.70243], [3.97480, -0.67486, -3.16313], [4.62488, 1.59320, -3.51563], [3.04438, 2.07883, -4.09989], [3.90852, 1.54919, -1.21989], [3.22486, 3.02248, -1.90990], [1.58397, 1.80378, -0.48079], [1.02675, 1.96725, -2.15882], [-2.19239, -0.43978, -1.40818], [-3.22998, 0.09044, -3.71630], [-0.91093, -0.63556, -3.59034], [-0.35924, 1.03874, -3.33331], [-2.24798, 1.03413, -4.83452], [-3.95740, 2.36229, -3.46112], [-2.32401, 3.00035, -3.49137], [-3.03171, 3.18734, -1.21788], [-3.75159, 1.57843, -1.20651], [-1.70607, 1.48472, 0.10185], [-0.76591, 2.26059, -1.18365], [-0.06899, -2.12161, -2.61607], [2.06692, -2.72705, -1.59819], [1.25724, -3.28916, -0.13196], [1.19547, -4.49449, -2.96687], [1.85191, -5.22134, -1.49350], [-0.34485, -5.64772, -0.58773], [-0.36554, -6.17920, -2.25932], [-2.42527, -4.88628, -1.55372], [-1.61708, -4.26629, -3.00219], [-2.24206, -2.39152, -1.68503], [-1.60209, -3.04800, -0.17167], [-0.07910, 0.05028, 2.81578], [-1.90488, -0.81291, 1.95213], [1.90513, -0.11325, 1.92245], [-0.34497, 1.56053, 3.88357], [-0.62476, 1.38645, 4.93977], [-0.42399, 2.95560, 3.52106], [-1.10131, 3.93337, 4.32310], [-1.28597, 5.23091, 3.85434], [-0.77103, 5.60930, 2.60063], [-0.02939, 4.69041, 1.83870], [0.15715, 3.38747, 2.29532], [-1.49107, 3.63492, 5.30397], [-1.83211, 5.95917, 4.46936], [0.40813, 5.00383, 0.88700], [0.77703, 2.68584, 1.72689], [-0.93179, 6.62613, 2.23096], [-1.72388, -4.18438, 6.29245], [-0.52201, -2.72598, 6.02213], [0.45042, -2.39360, 6.96526], [1.23822, -1.26562, 6.69870], [1.06435, -0.55098, 5.51179], [0.15081, -0.91600, 4.55284], [-0.67432, -1.97265, 4.85490], [0.55891, -2.97999, 7.86899], [1.99533, -0.92425, 7.41028], [1.64567, 0.35360, 5.30844], [-1.45566, -2.19077, 4.13862]], "atomic_forces_ev_per_a": [[-0.0723, 0.3836, -1.6774], [-0.4535, -0.3276, 0.2902], [0.1836, 0.0655, -0.1895], [0.0449, -0.1208, 0.1278], [-0.1025, 0.0623, -0.1169], [-0.0521, -0.0615, 0.1572], [0.4215, 0.0885, -0.0885], [0.4386, -0.1836, 0.4129], [-0.4226, 0.2291, -0.2278], [0.0516, -0.0711, -0.0015], [0.0738, 0.1175, -0.0456], [-0.0537, -0.0549, 0.1353], [-0.2945, 0.0875, -0.1488], [0.0584, 0.2148, -0.3327], [-0.2647, -0.2501, 0.0188], [-0.0573, 0.1200, 0.0794], [-0.0148, -0.0374, 0.1617], [0.1077, 0.1599, 0.0476], [0.1658, -0.2896, 0.0652], [-0.0293, 0.2109, -0.0374], [0.2827, -0.1689, 0.0946], [0.0867, 0.3070, 0.0478], [0.1238, -0.0040, 0.1046], [-0.0661, 0.1194, 0.0178], [-0.0839, 0.0689, -0.0233], [-0.0300, -0.1598, 0.1485], [-0.1674, 0.0217, -0.0928], [0.0878, -0.1401, 0.0082], [-0.0112, -0.0954, -0.1678], [0.1818, -0.1181, 0.1738], [0.0810, 0.1904, 0.1022], [0.0747, 0.1181, 0.0968], [-0.0246, 0.3132, 0.1439], [-0.2868, -0.1635, 0.0239], [-0.1633, -0.0231, 0.1127], [0.0973, 0.0888, 0.0481], [0.0217, -0.1564, 0.0630], [-0.0616, -0.1595, -0.0420], [0.1674, 0.0416, -0.0261], [0.0331, 0.0559, -0.2578], [-0.2213, -0.1592, 0.0622], [0.0678, -0.1567, 0.0616], [-0.2859, -0.0333, 0.2371], [-0.0330, -0.0812, -0.1921], [-0.0438, 0.0429, 0.2258], [-0.0484, -0.0049, -0.1607], [0.0222, 0.1889, -0.1260], [-0.0001, 0.0112, 0.0926], [0.0508, -0.0164, -0.1547], [0.0312, 0.0045, 0.2350], [0.2564, -0.1211, 0.2497], [0.0118, -0.0942, -0.1916], [-0.0679, 1.0224, 0.5016], [-1.7715, -0.8006, -0.4568], [2.0702, -0.0518, -0.2856], [-0.1167, 0.7785, 0.6863], [0.0169, 0.1398, -0.1899], [-0.1468, 0.0985, -0.0812], [0.2709, -0.1133, -0.5297], [0.2251, -0.1544, -0.1759], [-0.0121, 0.0947, 0.0360], [-0.1965, -0.0281, 0.3691], [-0.2309, 0.5434, 0.1412], [0.1010, 0.0631, -0.4252], [0.2327, -0.2783, -0.2982], [-0.1248, -0.0804, 0.2516], [-0.2754, 0.1707, 0.1698], [0.0777, -0.3193, 0.1169], [0.2788, 0.2341, 0.0548], [0.0319, 0.5351, -0.3550], [-0.0914, 0.3458, -0.4798], [-0.2601, -0.1017, -0.1780], [-0.4662, -0.4031, -0.4465], [-0.1181, -1.6426, 2.2138], [1.0920, 0.4656, 0.3535], [0.0552, 0.0750, -0.0407], [-0.3102, -0.1760, -0.2559], [-0.2657, -0.4692, -0.1759], [0.1226, -0.0076, -0.0657]]}



Entry 2:
{"formula": "C30H43F3N4O7S2", "method": "ωB97M-V/def2-TZVPD", "gap_ev": 7.79, "charge": 0, "relative_energy_kj_mol": 0.0, "species": ["C", "C", "C", "C", "C", "C", "C", "C", "C", "C", "N", "C", "C", "C", "S", "O", "O", "C", "F", "F", "F", "C", "C", "O", "N", "O", "C", "N", "S", "N", "C", "H", "H", "H", "H", "H", "H", "H", "H", "H", "H", "H", "H", "H", "C", "C", "O", "C", "C", "H", "H", "H", "H", "H", "H", "H", "H", "H", "H", "C", "C", "O", "C", "C", "H", "H", "H", "H", "H", "H", "H", "H", "H", "H", "C", "C", "O", "C", "C", "H", "H", "H", "H", "H", "H", "H", "H", "H", "H"], "positions_angstrom": [[-0.20583, 5.06964, -0.90348], [-0.48057, 4.11819, -1.60322], [-0.92012, 2.98908, -2.49683], [0.22177, 2.05177, -2.97578], [0.68753, 0.93821, -1.96496], [-0.29012, 0.60799, -0.84688], [-0.00084, 0.80891, 0.49781], [1.36979, 1.37295, 0.79865], [1.62495, 2.76637, 0.98518], [2.95640, 3.13004, 1.26541], [4.02965, 2.36245, 1.40271], [3.80383, 1.05047, 1.26534], [2.52289, 0.56619, 0.95685], [-0.95370, 0.45803, 1.58442], [-0.50402, 0.74520, 3.30511], [0.90712, 0.60970, 3.54174], [-1.20475, -0.12510, 4.21580], [-1.00768, 2.52414, 3.64863], [-1.42894, 2.67852, 4.89711], [-2.06482, 2.77097, 2.82175], [-0.05980, 3.39765, 3.32309], [-2.21494, -0.06850, 1.29882], [-3.26912, -0.44211, 2.36393], [-4.60796, -0.47112, 1.87571], [-5.01952, -1.84136, 1.95904], [-5.75855, -1.99981, 2.84063], [-2.53207, -0.29924, -0.09166], [-3.62560, -0.81958, -0.65988], [-3.48955, -0.85848, -2.26239], [-1.96963, -0.22501, -2.41193], [-1.57596, 0.01948, -1.16491], [-0.17207, 5.79546, -0.09983], [-1.77364, 2.48654, -2.01083], [-1.33529, 3.47524, -3.40728], [-0.01195, 1.60891, -3.96351], [1.10642, 2.69696, -3.16374], [0.80913, 0.00358, -2.55836], [1.70350, 1.18900, -1.61612], [0.81670, 3.50198, 0.92193], [3.13120, 4.21446, 1.39668], [4.62929, 0.33407, 1.39078], [2.40103, -0.52468, 0.84276], [-3.18757, 0.26520, 3.21046], [-2.96780, -1.42741, 2.78508], [-3.27548, -4.88657, -1.00932], [-4.05178, -4.66616, -2.29662], [-3.32634, -5.01991, -3.46056], [-2.94927, -6.38138, -3.57098], [-4.13050, -7.33514, -3.62875], [-2.28975, -4.42036, -1.06933], [-3.81758, -4.46445, -0.16135], [-3.12333, -5.94952, -0.81169], [-4.27731, -3.60261, -2.39099], [-5.01430, -5.18819, -2.27106], [-2.26230, -6.65566, -2.76286], [-2.38403, -6.46303, -4.50070], [-4.66174, -7.37216, -2.67535], [-3.79218, -8.34619, -3.85984], [-4.84536, -7.01727, -4.38969], [0.61209, 0.46696, 6.82926], [1.86015, 0.09317, 7.60980], [1.58495, -0.47794, 8.87861], [0.86231, -1.69526, 8.86832], [1.58803, -2.82568, 8.15801], [-0.05991, 1.07105, 7.44326], [0.87833, 1.02846, 5.93589], [0.05929, -0.41819, 6.51309], [2.43907, 0.99749, 7.80585], [2.50555, -0.56939, 7.02313], [-0.13737, -1.54437, 8.44586], [0.71964, -1.97015, 9.91493], [1.65313, -2.64537, 7.08294], [1.05989, -3.76912, 8.30543], [2.60718, -2.92639, 8.53559], [2.90792, 2.63583, -8.30311], [2.56911, 3.45778, -7.07088], [2.82554, 2.78161, -5.85234], [4.17436, 2.42266, -5.60668], [5.11122, 3.61473, -5.51098], [2.44621, 1.64850, -8.24640], [2.55780, 3.14048, -9.20471], [3.98533, 2.48841, -8.40132], [1.49951, 3.67515, -7.07555], [3.08450, 4.42401, -7.08889], [4.52395, 1.70738, -6.35926], [4.17694, 1.89525, -4.65102], [5.22958, 4.10885, -6.47761], [6.09980, 3.29593, -5.17765], [4.72194, 4.35529, -4.81016]], "atomic_forces_ev_per_a": [[-0.6642, -0.7644, 0.1243], [-0.1014, -0.0059, 0.0634], [0.2256, 1.0232, -0.3535], [0.4601, 0.2401, 0.2045], [-0.0691, -0.4033, -0.7633], [0.0991, 0.0172, 0.8975], [0.2336, -0.1065, -0.2322], [1.4689, 1.3401, 0.9829], [0.1576, -1.8486, -0.1230], [-0.7047, 1.7199, 0.0133], [-0.3137, -0.6695, -0.0049], [-1.1075, 0.0112, -0.3578], [-0.5721, -1.0468, -0.2318], [-0.5854, 0.0941, -1.2536], [1.8125, -1.9962, 1.4780], [0.0726, 1.1568, -1.1973], [-1.4655, 0.7529, -0.8418], [-1.2301, 0.4197, -0.9969], [0.6379, -0.1015, -0.4262], [0.4002, -0.0999, 0.4995], [-0.1752, -0.4884, 0.6431], [-0.1329, 0.0170, 0.2549], [1.0857, 0.1997, 0.1501], [0.5564, 0.5982, 0.4867], [-0.2784, -0.7609, 0.4125], [-0.1004, 0.1001, -0.4844], [0.9401, 0.0431, -2.0989], [-0.6328, -0.2024, 0.2498], [1.3671, 0.5802, 1.0502], [-1.0830, -0.4543, 0.5959], [0.7110, 0.6113, 0.9309], [0.2842, -0.2679, -0.7280], [0.4757, 0.0277, -0.1954], [0.1495, -0.2735, 0.5227], [-0.2045, 0.1623, 0.7010], [-0.5374, -0.3420, 0.0368], [-0.0909, 0.4948, 0.3520], [-0.7213, -0.1186, 0.2351], [0.5610, -0.2715, -0.0446], [0.0404, -0.6213, -0.0716], [-0.3231, 0.5479, -0.0566], [0.0881, 0.5787, 0.1005], [-0.4546, -0.4172, -0.5313], [-0.2812, 0.5045, -0.2439], [0.0222, -0.2120, 0.0173], [0.0474, 0.0028, 0.1332], [0.0404, 0.1915, -0.1535], [-0.0281, -0.1241, -0.0711], [-0.1263, 0.0552, 0.2162], [-0.0526, 0.0723, -0.0097], [0.0078, 0.0245, -0.0324], [-0.0290, 0.0247, 0.0552], [0.0286, -0.0769, -0.1772], [0.0108, -0.0418, 0.0653], [-0.0483, -0.0390, 0.0370], [-0.0065, 0.1825, 0.0170], [0.0221, -0.0708, -0.0138], [0.0085, 0.0306, -0.0108], [0.0778, -0.0202, -0.0482], [-0.1209, -0.2007, 0.1636], [-0.0595, 0.1662, -0.0833], [0.0766, 0.0679, 0.1923], [0.0151, -0.1050, 0.0210], [0.0337, 0.0793, -0.2386], [0.0821, 0.0359, 0.0261], [0.0672, -0.0366, 0.0392], [0.0144, 0.0593, -0.1085], [0.0157, -0.0882, 0.1703], [-0.0515, -0.0213, -0.0553], [0.0143, -0.0411, -0.0704], [0.0577, 0.1639, 0.0209], [-0.0386, -0.0561, 0.0093], [0.0068, 0.0243, 0.0212], [-0.0530, -0.0166, 0.0741], [0.2404, -0.0496, 0.0401], [-0.0525, -0.0303, -0.1260], [-0.1916, -0.0633, 0.1732], [0.1160, 0.0477, 0.0732], [-0.0341, 0.1177, -0.2218], [-0.0717, 0.0588, -0.0037], [-0.0117, -0.0062, 0.0289], [-0.0187, 0.0340, -0.0636], [0.0242, -0.0444, 0.1733], [0.0521, -0.0144, -0.0481], [0.0404, 0.0447, -0.0333], [-0.1771, 0.0011, -0.0317], [0.0664, -0.0226, 0.0194], [-0.0319, -0.0074, 0.0108], [0.0171, -0.0766, 0.0542]]}



no.,M (g/mol)
1,650.4
2,692.8